No. 1
Below is a 2-piece molecular cluster, C3H10N4 overall, with properties calculated with ωB97M-V with the def2-TZVPD basis set.

Geometry as XYZ:
```
17
Properties=species:S:1:pos:R:3:forces:R:3
C 1.60756 0.99624 0.23306 -0.063 -2.970 -0.151
C -2.66583 0.31321 -0.37079 -2.042 -1.688 1.870
C 0.91621 -1.34219 0.03451 0.024 -0.059 -0.046
N -2.02217 0.44566 -1.29621 2.532 0.968 -2.590
N -3.39788 -0.13891 0.62319 0.669 1.083 -1.006
N 2.86660 0.74372 -0.17589 -2.307 1.321 1.244
N 0.61858 0.04029 0.29869 2.483 2.870 0.154
H 1.34847 1.95240 0.63624 -0.111 0.789 -0.512
H 1.62025 -1.85135 0.65937 0.503 0.341 0.959
H 1.24147 -1.48782 -0.94550 0.966 0.229 -1.886
H 0.07159 -1.94299 0.02526 -1.999 -0.852 0.524
H -1.31291 0.66232 -2.05143 -1.605 -0.237 1.181
H -0.30653 0.44080 0.47037 0.811 -0.741 0.287
H -4.39093 0.09088 0.63394 0.038 -0.059 0.121
H -2.91484 -0.30485 1.49780 -0.260 -0.084 0.225
H 3.47840 1.56626 -0.22023 0.028 -0.769 0.154
H 3.24198 -0.18366 -0.05236 0.333 -0.142 -0.528
```
Forces are in eV/Å.

## Properties
net charge	+2
LUMO level	-7.7371	eV
strongest force on any atom	3.798	eV/A
ΔE to the lowest compared entry with this formula, charge and spin	162.8	kJ/mol
spin multiplicity	1
gap between HOMO and LUMO	11.23	eV
M	102.141	g/mol

=====

No. 2
Below is C3H10N4O as an isolated structure, with properties calculated with ωB97M-V with the def2-TZVPD basis set.

Geometry as XYZ:
```
18
Properties=species:S:1:pos:R:3:forces:R:3
C -1.25837 -0.32872 -0.07524 -0.207 0.294 0.065
C 1.07565 0.86780 0.34871 0.220 -0.988 -0.473
C 0.75935 1.04032 1.79580 -0.238 -0.204 -0.007
N 0.08287 -0.74291 -0.42683 -0.103 1.200 -1.131
N -1.13499 1.00471 -0.53034 -0.034 -0.222 0.644
N 0.34448 -2.09894 -0.60193 0.195 -0.107 0.307
N -0.10698 0.09160 -2.10409 -0.313 -1.056 -0.613
O -0.70571 -0.62860 -2.81242 0.766 0.966 1.546
H -1.76835 1.69082 -0.13131 -0.250 -0.193 -0.221
H 1.30775 -2.20239 -0.90884 -0.048 0.047 0.107
H -0.24818 -2.50909 -1.33129 -0.078 0.343 0.051
H -1.98845 -0.93461 -0.64506 0.173 -0.110 -0.062
H -1.47122 -0.50808 0.99231 0.001 0.106 -0.020
H 1.96580 0.28029 0.15764 0.132 0.064 0.137
H 1.05317 1.75562 -0.26297 -0.198 -0.171 -0.128
H -0.00939 1.79316 1.95913 0.040 -0.032 -0.023
H 1.67387 1.32813 2.33112 -0.066 0.012 -0.151
H 0.42868 0.10087 2.24561 0.009 0.051 -0.029
```
Forces are in eV/Å.

## Properties
net charge	0
LUMO level (spin up / spin down)	0.5612 / 0.5615	eV
strongest force on any atom	1.978	eV/A
ΔE to the lowest compared entry with this formula, charge and spin	892.4	kJ/mol
spin multiplicity	1
gap between HOMO and LUMO (spin up / spin down)	8.19 / 8.19	eV
M	118.140	g/mol

=====

No. 3
Below is a 2-piece molecular cluster, C3H10N4O overall, with properties calculated with ωB97M-V with the def2-TZVPD basis set.

Geometry as XYZ:
```
18
Properties=species:S:1:pos:R:3:forces:R:3
C 1.86254 -0.54531 0.05781 -1.565 1.278 -3.412
C -1.12406 0.27319 0.23748 -2.371 1.035 0.840
C -1.83404 -0.71632 1.21618 1.967 0.320 -1.083
N 0.87558 1.18820 0.98688 2.458 2.079 1.966
N -0.20511 1.10920 0.71027 -1.743 -1.827 -1.657
N 3.21473 0.20070 -0.34642 0.423 -3.238 0.716
N -2.04749 0.72950 -0.89015 2.365 0.110 -1.792
O 0.93972 -0.65714 -0.71375 2.062 -0.346 0.181
H 2.01222 -1.12617 0.87301 0.647 -1.679 2.890
H -2.82460 -0.88306 0.84835 -0.722 -0.157 0.055
H -1.83762 -0.46629 2.30671 0.264 -0.126 -1.104
H -1.22977 -1.59884 0.92889 -0.577 -0.252 1.030
H 3.92990 0.36190 0.41115 -0.788 -0.747 -0.599
H 2.98592 1.08552 -0.64962 -0.621 2.631 -1.542
H 3.59323 -0.41734 -1.12400 -0.073 1.192 0.922
H -2.95991 0.70407 -0.49946 -1.659 -1.078 -0.103
H -1.83782 0.11689 -1.80854 -1.105 1.411 2.474
H -2.06337 1.73188 -1.19819 1.036 -0.605 0.218
```
Forces are in eV/Å.

## Properties
net charge	+2
LUMO level	-8.5873	eV
strongest force on any atom	3.966	eV/A
ΔE to the lowest compared entry with this formula, charge and spin	285.1	kJ/mol
spin multiplicity	1
gap between HOMO and LUMO	8.71	eV
M	118.140	g/mol

=====

No. 4
Below is one molecule with the formula C3H10N4S, with properties calculated with ωB97M-V with the def2-TZVPD basis set.

Geometry as XYZ:
```
18
Properties=species:S:1:pos:R:3:forces:R:3
C -0.61706 -1.92075 -0.80796 0.148 -0.650 0.171
C -0.12273 -1.30723 0.49373 -0.932 0.017 0.459
C 0.28904 0.90400 -0.35318 -0.087 0.238 -0.147
H -1.34336 -2.72611 -0.55928 0.449 0.477 -0.316
H 0.23596 -2.34952 -1.36955 -0.523 0.134 0.253
H -1.10617 -1.18564 -1.44789 -0.026 -0.005 0.040
H -0.99770 -0.93743 1.10008 0.600 -0.244 -0.532
H 0.36264 -2.06914 1.11028 0.056 0.066 -0.143
H 1.13542 0.07426 1.19716 0.218 0.123 0.272
H -0.89141 2.50811 -0.08574 0.133 -0.258 0.246
H -1.08168 1.85303 2.32346 -0.053 0.006 0.170
H 0.24376 2.72463 1.89449 0.124 0.176 0.106
H 1.96676 -0.52022 -1.78268 -0.053 0.052 -0.031
N 0.85320 -0.23201 0.27869 0.015 0.154 -0.181
N -0.60673 1.66908 0.42152 -0.004 0.023 -0.516
N -0.23852 1.84614 1.77144 -0.093 -0.076 -0.143
N 0.47796 1.27858 -1.55479 0.082 -0.305 0.224
S 1.44064 0.39023 -2.62977 -0.054 0.072 0.067
```
Forces are in eV/Å.

## Properties
SMILES	CCN/C(=N\S)NN
net charge	0
LUMO level	0.8210	eV
strongest force on any atom	1.039	eV/A
ΔE to the lowest compared entry with this formula, charge and spin	32.1	kJ/mol
spin multiplicity	1
gap between HOMO and LUMO	8.79	eV
M	134.208	g/mol

=====

No. 5
Below is a 2-piece molecular cluster, C3H10N5 overall, with properties calculated with ωB97M-V with the def2-TZVPD basis set.

Geometry as XYZ:
```
18
Properties=species:S:1:pos:R:3:forces:R:3
C 2.63030 0.89536 0.07913 -0.032 -0.709 0.333
C -0.96734 1.40007 -0.02758 0.218 0.183 -0.013
C -2.61285 -0.32325 -0.01126 -1.187 -0.450 -0.219
N 2.04178 1.96018 -0.01105 -0.359 1.022 -0.462
N 2.83621 -0.25881 0.35144 0.078 -0.176 0.538
N -1.25320 0.16187 0.09854 -0.144 0.885 -0.162
N 3.29724 -1.39067 -0.26608 0.265 -0.374 -0.364
N -0.35094 -0.77428 0.39202 1.160 -0.794 0.510
H -1.75352 2.11745 -0.18522 -0.296 -0.148 -0.005
H 0.06793 1.73844 0.01459 -0.016 -0.189 0.017
H -2.83644 -0.57146 -1.05125 0.172 0.016 0.074
H -2.74755 -1.21633 0.59864 0.149 0.155 0.041
H -3.31565 0.43786 0.32083 0.174 0.016 -0.002
H 2.47440 2.84188 0.21291 0.357 0.043 0.028
H 4.04711 -1.21182 -0.92965 -0.107 0.048 0.117
H 3.61169 -2.03698 0.45236 0.011 0.217 -0.185
H 0.63391 -0.51193 0.36098 -0.264 0.027 -0.079
H -0.57502 -1.73089 0.16177 -0.176 0.227 -0.167
```
Forces are in eV/Å.

## Properties
net charge	+1
LUMO level	-3.8563	eV
strongest force on any atom	1.496	eV/A
ΔE to the lowest compared entry with this formula, charge and spin	335.2	kJ/mol
spin multiplicity	1
gap between HOMO and LUMO	8.77	eV
M	116.148	g/mol

=====

No. 6
Below is an isolated ion of composition C3H10N5 and charge +1, with properties calculated with ωB97M-V with the def2-TZVPD basis set.

Geometry as XYZ:
```
18
Properties=species:S:1:pos:R:3:forces:R:3
C -0.21116 0.40352 -1.13099 -1.430 0.816 -0.941
C 0.05699 1.39939 0.01918 -0.159 0.885 0.357
C -0.29558 0.66585 1.29382 -4.223 -0.509 0.089
N 0.46648 0.09218 -2.16268 -0.933 0.328 0.199
N 0.38955 -0.58360 1.24248 2.946 -2.773 0.831
N -1.44120 -0.25214 -0.98126 0.748 -0.604 -1.009
N 1.88801 -1.73250 -0.00260 0.334 -2.438 0.578
N 1.16483 -0.75051 0.26622 -0.156 0.996 -0.225
H 1.12210 1.69578 0.21688 -0.916 0.130 -1.223
H -0.64891 2.27537 -0.06614 1.044 -0.674 0.034
H -0.13579 1.16435 2.25113 0.186 0.108 -0.268
H -1.45851 0.33406 1.22699 2.650 0.952 0.631
H 0.45949 -1.29824 1.98982 -0.788 0.662 -0.057
H -2.20873 0.32719 -0.60222 0.445 -0.926 -0.952
H -1.51512 -0.84312 -1.86325 -0.920 1.255 1.645
H 1.95120 -2.59026 0.56294 -0.271 0.407 0.138
H 2.14776 -1.90245 -0.97996 0.005 0.987 0.251
H 1.21131 0.73648 -2.26621 1.439 0.401 -0.079
```
Forces are in eV/Å.

## Properties
SMILES	[H]/N=C(/N)CCNN=[NH2+]
net charge	+1
LUMO level	-4.5160	eV
strongest force on any atom	4.255	eV/A
ΔE to the lowest compared entry with this formula, charge and spin	323.7	kJ/mol
spin multiplicity	1
gap between HOMO and LUMO	8.36	eV
M	116.148	g/mol

=====

Repeat the first record exactly.
Below is a 2-piece molecular cluster, C3H10N4 overall, with properties calculated with ωB97M-V with the def2-TZVPD basis set.

Geometry as XYZ:
```
17
Properties=species:S:1:pos:R:3:forces:R:3
C 1.60756 0.99624 0.23306 -0.063 -2.970 -0.151
C -2.66583 0.31321 -0.37079 -2.042 -1.688 1.870
C 0.91621 -1.34219 0.03451 0.024 -0.059 -0.046
N -2.02217 0.44566 -1.29621 2.532 0.968 -2.590
N -3.39788 -0.13891 0.62319 0.669 1.083 -1.006
N 2.86660 0.74372 -0.17589 -2.307 1.321 1.244
N 0.61858 0.04029 0.29869 2.483 2.870 0.154
H 1.34847 1.95240 0.63624 -0.111 0.789 -0.512
H 1.62025 -1.85135 0.65937 0.503 0.341 0.959
H 1.24147 -1.48782 -0.94550 0.966 0.229 -1.886
H 0.07159 -1.94299 0.02526 -1.999 -0.852 0.524
H -1.31291 0.66232 -2.05143 -1.605 -0.237 1.181
H -0.30653 0.44080 0.47037 0.811 -0.741 0.287
H -4.39093 0.09088 0.63394 0.038 -0.059 0.121
H -2.91484 -0.30485 1.49780 -0.260 -0.084 0.225
H 3.47840 1.56626 -0.22023 0.028 -0.769 0.154
H 3.24198 -0.18366 -0.05236 0.333 -0.142 -0.528
```
Forces are in eV/Å.

## Properties
net charge	+2
LUMO level	-7.7371	eV
strongest force on any atom	3.798	eV/A
ΔE to the lowest compared entry with this formula, charge and spin	162.8	kJ/mol
spin multiplicity	1
gap between HOMO and LUMO	11.23	eV
M	102.141	g/mol